No. 1
{
  "formula": "C2H6N3S2",
  "method": "ωB97M-V/def2-TZVPD",
  "species": ["S", "S", "N", "N", "N", "C", "C", "H", "H", "H", "H", "H", "H"],
  "coordinates": [[3.682, 0.167, -3.242], [-0.705, -1.408, -0.948], [-1.677, -0.026, 2.497], [-0.543, 0.813, 0.701], [0.029, -0.098, -1.031], [-1.212, -0.134, 1.242], [-1.558, -1.290, 0.427], [-1.482, 0.858, 2.736], [-2.387, -0.595, 2.963], [4.676, 0.603, -3.980], [-0.111, 1.711, 1.002], [-2.144, -2.001, 0.952], [3.433, 1.399, -3.319]],
  "largest_force_ha_per_bohr": 0.0954,
  "de_lowest_kj_mol": 533.64,
  "charge": 1,
  "orbital_gap_ev": 5.24,
  "e_homo_ev": -11.94,
  "e_tot_ha": -1040.00888,
  "e_lumo_ev": -6.70
}

=====

No. 2
{
  "formula": "C2H6N4",
  "method": "ωB97M-V/def2-TZVPD",
  "species": ["N", "N", "N", "N", "C", "C", "H", "H", "H", "H", "H", "H"],
  "coordinates": [[-0.044, 1.541, -0.487], [1.607, -0.413, -0.328], [-0.650, -0.747, 0.351], [-2.374, 0.399, 0.154], [2.198, -1.322, 0.285], [-0.286, 0.293, -0.117], [-0.836, 2.103, -0.751], [1.734, -1.997, 1.017], [-2.709, 0.147, 1.083], [3.268, -1.497, 0.094], [0.898, 1.738, -0.791], [-2.805, -0.246, -0.510]],
  "largest_force_ha_per_bohr": 0.0462,
  "de_lowest_kj_mol": 594.19,
  "orbital_gap_ev": [7.93, 9.20],
  "e_homo_ev": [-7.88, -8.54],
  "e_tot_ha": -298.62259,
  "e_lumo_ev": [0.05, 0.66]
}

=====

No. 3
{
  "formula": "C2H6N4",
  "method": "ωB97M-V/def2-TZVPD",
  "species": ["N", "N", "N", "N", "C", "C", "H", "H", "H", "H", "H", "H"],
  "coordinates": [[-0.278, 2.281, -0.218], [0.281, -1.587, 1.302], [-1.367, 2.006, -0.036], [0.796, 0.513, -0.239], [-0.032, -0.745, 0.378], [0.418, -0.670, -1.022], [1.230, -1.320, -1.342], [-0.316, -0.483, -1.802], [0.300, -1.224, 2.250], [-1.199, -0.203, 0.438], [-1.604, 0.845, 0.264], [1.770, 0.588, 0.026]],
  "largest_force_ha_per_bohr": 0.0353,
  "de_lowest_kj_mol": 634.88,
  "orbital_gap_ev": [7.42, 7.42],
  "e_homo_ev": [-7.84, -7.84],
  "e_tot_ha": -298.60709,
  "e_lumo_ev": [-0.41, -0.41]
}

=====

No. 4
{
  "formula": "C2H6N4",
  "method": "ωB97M-V/def2-TZVPD",
  "species": ["N", "N", "N", "N", "C", "C", "H", "H", "H", "H", "H", "H"],
  "coordinates": [[1.843, -0.842, 0.927], [0.530, 0.012, -1.013], [-0.349, 0.023, 0.778], [-2.011, 0.997, -0.803], [-0.661, 0.342, -0.482], [0.887, -0.317, 0.301], [-2.115, 1.111, -1.779], [1.698, -1.223, 1.963], [0.896, 0.076, -2.017], [-2.778, 0.770, -0.176], [-0.778, 0.033, 1.681], [2.837, -0.982, 0.619]],
  "largest_force_ha_per_bohr": 0.1866,
  "de_lowest_kj_mol": 145.69,
  "charge": 2,
  "orbital_gap_ev": 10.36,
  "e_homo_ev": -20.90,
  "e_tot_ha": -298.07990,
  "e_lumo_ev": -10.55
}